Molecular formula: C11H8LuNO5
Method: DFT, ωB97M-V/def2-TZVPD

Cartesian coordinates (Å):
1 O 1.155 1.464 -4.651
2 C 0.880 0.796 -3.673
3 Lu -1.028 -1.014 -1.635
4 O -0.341 2.213 -0.673
5 C -0.074 1.283 -1.373
6 C 0.194 -0.495 -3.630
7 O 0.585 -1.434 -2.786
8 C 1.256 1.129 -2.226
9 O 2.342 1.279 -1.713
10 C -2.451 0.903 -2.029
11 O -3.080 1.848 -2.243
12 H -0.549 -0.735 -4.410
13 N 0.148 -1.826 0.279
14 C 0.094 -1.048 1.505
15 C -1.129 -0.869 2.135
16 C -1.201 0.015 3.220
17 C -0.048 0.671 3.669
18 C 1.183 0.451 3.039
19 C 1.254 -0.410 1.936
20 H -0.302 -2.736 0.437
21 H 1.115 -2.034 0.016
22 H -2.021 -1.388 1.765
23 H -2.158 0.195 3.719
24 H -0.104 1.358 4.518
25 H 2.089 0.949 3.399
26 H 2.191 -0.564 1.405

**Frontier orbital gap (alpha / beta)**: 4.56 / 4.24 eV
**2S+1**: 1
**HOMO (alpha / beta)**: -15.8 / -15.8 eV
**Charge**: +2
**Relative energy (zero: lowest compared OMol25 entry of this formula, charge and spin)**: 2.641 eV

***

Molecular formula: C11H8N2OS
Method: DFT, ωB97M-V/def2-TZVPD

Cartesian coordinates (Å):
1 O 2.309 2.151 1.482
2 C 1.572 1.343 0.927
3 N 0.232 1.272 1.392
4 C -0.824 0.368 1.029
5 C -2.104 0.903 1.099
6 C -3.243 0.162 0.750
7 C -3.121 -1.176 0.364
8 C -1.825 -1.819 0.312
9 C -0.697 -0.947 0.556
10 S 0.927 -1.768 0.665
11 N 1.664 -0.695 -0.466
12 C 1.985 -1.125 -1.767
13 C 2.665 -0.057 -2.356
14 C 2.640 1.095 -1.449
15 C 1.908 0.655 -0.317
16 H 0.162 1.647 2.304
17 H -2.305 1.978 1.414
18 H -4.230 0.610 0.913
19 H -3.967 -1.811 0.272
20 H -1.553 -2.881 0.051
21 H 1.738 -2.090 -2.268
22 H 3.220 -0.061 -3.279
23 H 2.847 2.246 -1.629

**Frontier orbital gap**: 9.10 eV
**2S+1**: 1
**HOMO**: -8.7 eV
**Relative energy (zero: lowest compared OMol25 entry of this formula, charge and spin)**: 0.881 eV
**SMILES**: O=C1Nc2ccccc2Sn2cccc21

***

Molecular formula: C11H8N4O2ReS6Sb
Method: DFT, ωB97M-V/def2-TZVPD

Cartesian coordinates (Å):
1 Re -0.131 -0.194 -0.038
2 S -4.867 0.943 -1.540
3 Sb -3.616 0.281 0.243
4 S -2.002 -1.531 -0.384
5 S -1.513 1.655 0.270
6 S -4.595 -0.140 2.244
7 S -0.127 -0.584 2.280
8 C 1.538 -0.629 2.748
9 C 1.826 -0.745 4.118
10 N 2.082 -0.812 5.235
11 C 2.555 -0.520 1.832
12 S 2.229 -0.243 0.148
13 C 3.907 -0.654 2.178
14 N 5.025 -0.783 2.407
15 O -4.847 2.963 -4.372
16 C -4.505 1.818 -5.080
17 N -3.367 1.150 -4.488
18 C -2.182 1.032 -5.102
19 O -1.988 1.281 -6.279
20 C -1.055 0.480 -4.265
21 C 0.025 -0.072 -4.953
22 C 1.098 -0.557 -4.230
23 C 1.059 -0.504 -2.851
24 N 0.031 0.023 -2.175
25 C -0.996 0.524 -2.881
26 H -5.109 2.701 -3.476
27 H -4.226 2.115 -6.096
28 H -5.349 1.114 -5.118
29 H -3.491 0.910 -3.511
30 H -0.001 -0.092 -6.032
31 H 1.964 -0.973 -4.718
32 H 1.884 -0.894 -2.267
33 H -1.780 1.001 -2.302

**Frontier orbital gap (alpha / beta)**: 5.47 / 5.66 eV
**2S+1**: 2
**HOMO (alpha / beta)**: -5.6 / -5.5 eV
**Charge**: -1
**Relative energy (zero: lowest compared OMol25 entry of this formula, charge and spin)**: 0.896 eV

***

Molecular formula: C11H8NO5Sc
Method: DFT, ωB97M-V/def2-TZVPD

Cartesian coordinates (Å):
1 O -0.649 -0.046 -4.852
2 C -1.229 -0.064 -3.790
3 Sc -0.075 -0.032 -1.819
4 O 2.501 -0.101 -4.077
5 C 1.671 -0.073 -3.272
6 C -2.483 -0.077 -1.763
7 O -3.642 -0.100 -1.696
8 C -0.723 -2.130 -2.378
9 O -1.211 -3.115 -2.745
10 C -0.802 2.030 -2.447
11 O -1.336 2.973 -2.846
12 H -2.433 -0.097 -3.827
13 C 1.363 0.124 4.439
14 C 0.879 0.073 3.023
15 C 1.332 1.020 2.101
16 C 0.922 0.947 0.772
17 N 0.093 -0.044 0.352
18 C -0.399 -0.946 1.244
19 C -0.018 -0.906 2.583
20 H 2.456 0.036 4.486
21 H 1.095 1.075 4.917
22 H 0.928 -0.692 5.026
23 H 2.014 1.813 2.409
24 H 1.254 1.680 0.027
25 H -1.094 -1.695 0.856
26 H -0.415 -1.649 3.276

**Frontier orbital gap**: 5.86 eV
**2S+1**: 1
**HOMO**: -15.9 eV
**Charge**: +2
**Relative energy (zero: lowest compared OMol25 entry of this formula, charge and spin)**: 0.000 eV

***

Molecular formula: C11H8O2
Method: DFT, ωB97M-V/def2-TZVPD

Cartesian coordinates (Å):
1 O -1.159 -1.871 3.462
2 C -1.681 -1.748 2.354
3 C -1.004 -1.041 1.255
4 C -0.398 0.248 1.470
5 C 0.189 0.843 0.327
6 C 1.042 2.032 0.550
7 C 1.690 2.543 -0.593
8 C 1.651 1.842 -1.883
9 C 0.945 0.627 -1.958
10 C 0.367 0.066 -0.818
11 C -0.267 -1.161 -1.084
12 C -0.890 -1.667 -0.061
13 O -1.577 -2.778 -0.214
14 H -2.679 -2.279 2.205
15 H -0.464 0.656 2.516
16 H 1.054 2.420 1.569
17 H 2.460 3.347 -0.503
18 H 1.851 2.521 -2.756
19 H 0.665 0.094 -2.889
20 H -0.432 -1.255 -2.210
21 H -1.363 -3.440 -0.740

**Frontier orbital gap**: 8.36 eV
**2S+1**: 1
**HOMO**: -8.5 eV
**Relative energy (zero: lowest compared OMol25 entry of this formula, charge and spin)**: 2.786 eV
**SMILES**: O=Cc1cc2ccccc2cc1O

***

Molecular formula: C11H9NS2
Method: DFT, ωB97M-V/def2-TZVPD

Cartesian coordinates (Å):
1 S -3.952 2.120 -1.226
2 C -4.475 1.680 0.191
3 C -4.139 0.458 0.879
4 C -4.456 -0.853 0.185
5 S -5.568 -1.953 0.061
6 N -3.220 -0.328 0.017
7 C -1.811 -0.392 -0.081
8 C -0.855 -0.568 -1.012
9 C 0.649 -0.515 -0.686
10 C 1.067 0.458 0.245
11 C 2.372 0.450 0.534
12 C 3.351 -0.282 -0.146
13 C 2.941 -1.178 -1.057
14 C 1.567 -1.342 -1.222
15 H -5.227 2.331 0.791
16 H -4.056 0.390 1.991
17 H -1.419 -0.082 0.898
18 H -1.102 -1.038 -1.936
19 H 0.342 1.094 0.814
20 H 2.909 1.142 1.127
21 H 4.369 -0.143 0.279
22 H 3.583 -1.777 -1.626
23 H 1.288 -2.255 -1.851

**Frontier orbital gap**: 8.23 eV
**2S+1**: 1
**HOMO**: -8.7 eV
**Relative energy (zero: lowest compared OMol25 entry of this formula, charge and spin)**: 4.005 eV
**SMILES**: S=C[C@H]1C(=S)N1/C=C/c1ccccc1

***

Molecular formula: C12H10BClO
Method: DFT, ωB97M-V/def2-TZVPD

Cartesian coordinates (Å):
1 O -1.134 2.595 0.201
2 B -0.507 1.400 0.136
3 C -0.092 0.716 -1.212
4 C 0.574 1.445 -2.223
5 C 0.879 0.836 -3.411
6 C 0.527 -0.526 -3.609
7 C -0.192 -1.173 -2.600
8 C -0.553 -0.573 -1.450
9 C -0.182 0.503 1.331
10 C 1.010 -0.118 1.381
11 C 1.145 -1.110 2.323
12 C 0.171 -1.427 3.241
13 Cl 0.440 -2.410 4.589
14 C -1.068 -0.761 3.102
15 C -1.247 0.204 2.148
16 H -1.249 2.929 1.152
17 H 0.942 2.411 -1.943
18 H 1.463 1.297 -4.190
19 H 0.883 -1.145 -4.451
20 H -0.372 -2.229 -2.715
21 H -1.076 -0.995 -0.631
22 H 1.659 0.183 0.619
23 H 2.088 -1.609 2.386
24 H -1.871 -1.095 3.802
25 H -2.236 0.651 2.024

**Frontier orbital gap**: 9.47 eV
**2S+1**: 1
**HOMO**: -9.0 eV
**Relative energy (zero: lowest compared OMol25 entry of this formula, charge and spin)**: 0.000 eV
**SMILES**: OB(c1ccccc1)c1ccc(Cl)cc1

***

Molecular formula: C12H10Cl2N2O6PtSe4
Method: DFT, ωB97M-V/def2-TZVPD

Cartesian coordinates (Å):
1 Pt 1.619 0.640 -1.886
2 Cl 4.327 -1.644 -0.128
3 C 5.250 -0.174 -0.403
4 Cl 4.231 1.231 -0.830
5 H 5.939 -0.335 -1.221
6 H 5.768 0.088 0.510
7 Se 2.281 1.491 -4.054
8 Se 0.749 0.711 -5.463
9 Se 0.096 -1.816 -4.062
10 Se 1.666 -1.721 -2.489
11 O -0.568 1.172 0.562
12 C 0.106 0.159 0.659
13 O 1.184 -0.122 -0.023
14 C -0.314 -0.951 1.594
15 C 0.397 -2.141 1.688
16 C -0.028 -3.152 2.539
17 C -1.170 -2.984 3.305
18 C -1.864 -1.791 3.191
19 C -1.462 -0.769 2.354
20 N -3.089 -1.606 3.998
21 O -3.333 -2.442 4.849
22 O -3.725 -0.583 3.831
23 H 1.283 -2.267 1.083
24 H 0.529 -4.077 2.604
25 H -1.528 -3.750 3.976
26 H -2.022 0.150 2.284
27 O 1.093 2.695 -1.416
28 C -0.136 2.485 -1.631
29 C -1.301 3.366 -1.313
30 C -2.481 2.465 -1.690
31 C -1.852 1.166 -2.207
32 O -2.438 0.179 -2.582
33 N -0.468 1.322 -2.172
34 H -1.246 4.291 -1.887
35 H -1.261 3.614 -0.254
36 H -3.115 2.878 -2.474
37 H -3.118 2.221 -0.841

**Frontier orbital gap (alpha / beta)**: 6.97 / 6.18 eV
**2S+1**: 5
**HOMO (alpha / beta)**: -8.2 / -9.1 eV
**Relative energy (zero: lowest compared OMol25 entry of this formula, charge and spin)**: 0.679 eV

***

Molecular formula: C12H10Cl33FO2P
Method: DFT, ωB97M-V/def2-TZVPD

Cartesian coordinates (Å):
1 F 0.392 -2.998 -0.616
2 C 0.225 -1.803 -1.292
3 C 0.619 -0.576 -0.492
4 C 0.248 -0.546 0.972
5 Cl -1.518 -0.192 1.296
6 C 1.055 0.654 1.582
7 O 2.263 0.130 2.040
8 P 1.807 -1.287 2.966
9 O 0.602 -1.628 1.698
10 H -0.791 -1.736 -1.664
11 H 0.870 -1.847 -2.169
12 H 1.665 -0.347 -0.606
13 H 0.078 0.247 -0.950
14 H 1.304 1.355 0.788
15 H 0.536 1.206 2.359
16 H 2.857 -1.004 3.929
17 H 2.683 -2.184 2.240
18 H 1.416 -2.428 3.759
19 H 0.827 -0.538 3.730
20 C 0.018 -5.815 4.167
21 Cl 1.596 -6.530 4.518
22 Cl -0.924 -6.936 3.156
23 Cl -0.846 -5.538 5.693
24 Cl 0.244 -4.292 3.326
25 C -5.614 -0.013 0.822
26 Cl -5.620 1.209 -0.460
27 Cl -4.558 0.511 2.126
28 Cl -7.264 -0.221 1.434
29 Cl -5.032 -1.543 0.169
30 C -0.681 3.497 -1.907
31 Cl -1.031 5.165 -2.375
32 Cl 0.341 2.746 -3.144
33 Cl 0.155 3.468 -0.359
34 Cl -2.192 2.592 -1.771
35 C -0.037 -6.133 -1.776
36 Cl 0.156 -7.885 -1.972
37 Cl 1.373 -5.314 -2.453
38 Cl -1.489 -5.609 -2.643
39 Cl -0.193 -5.743 -0.072
40 C -3.293 6.629 -5.381
41 Cl -3.849 5.146 -4.608
42 Cl -2.505 6.236 -6.913
43 Cl -4.677 7.687 -5.687
44 Cl -2.143 7.464 -4.329
45 C 2.491 1.022 -6.887
46 Cl 4.135 1.664 -6.979
47 Cl 1.577 1.542 -8.307
48 Cl 2.549 -0.741 -6.836
49 Cl 1.702 1.629 -5.428
50 C -0.469 9.121 -0.795
51 Cl -1.923 10.096 -1.042
52 Cl 0.130 8.567 -2.366
53 Cl 0.774 10.101 -0.011
54 Cl -0.854 7.734 0.218
55 C 4.159 -5.195 7.859
56 Cl 4.225 -4.893 9.604
57 Cl 5.241 -4.076 7.029
58 Cl 4.674 -6.859 7.538
59 Cl 2.517 -4.968 7.276

**Frontier orbital gap**: 5.82 eV
**2S+1**: 1
**HOMO**: -4.5 eV
**Charge**: -1